79
Properties=species:S:1:pos:R:3:forces:R:3 method="wB97M-V/def2-TZVPD" gap_ev=6.96 max_force_ha_per_bohr=0.092 e_homo_ha=-0.4238 total_charge=+1 total_energy_ev=-66854.2439
C 3.789907 -3.354788 1.403206 -0.61 0.98 0.75
C 3.198896 -2.318613 1.111898 -1.18 -0.27 -0.05
C 2.331885 -1.084833 0.859433 1.87 1.36 0.50
C 3.061018 0.194591 1.194599 -4.56 -0.24 -1.23
N 4.437087 0.260592 1.655024 1.17 -1.47 -1.10
C 5.421843 -0.126793 0.686146 2.00 -0.20 -1.30
O 6.475245 -0.649747 0.891890 -1.87 0.85 0.21
F 5.126678 0.193442 -0.659721 -0.62 -0.15 2.72
C 4.657161 -0.245370 2.988249 -1.93 -1.19 2.50
O 3.696068 -0.626199 3.618264 1.85 0.91 -1.03
F 5.880026 -0.279966 3.621518 -1.68 0.68 -2.45
C 2.295593 1.488645 1.043271 -0.90 -1.48 -0.65
N 3.021044 2.686682 1.420154 -1.58 -1.38 -0.49
C 2.998089 2.940112 2.888973 0.99 0.00 1.50
C 2.333500 4.306931 3.336442 -0.14 -0.38 0.64
C 2.836794 5.595888 2.544323 -1.45 0.08 0.07
C 0.855395 1.503753 0.525462 1.54 -1.19 0.67
C 0.247481 2.946836 0.513840 0.59 1.16 0.48
C 0.626140 3.813325 -0.802307 -0.84 -1.49 -1.45
C 1.624228 3.025908 -1.781670 0.63 1.23 0.11
F 1.102577 5.112779 -0.480617 -0.26 -1.68 -0.03
C 0.134922 0.216187 0.122267 1.11 0.63 0.45
C -1.301985 0.193346 -0.465099 0.93 -3.81 0.59
C -2.117544 1.485682 -0.821360 1.81 0.55 -1.59
C -3.133411 1.442323 -2.044807 -1.65 0.59 0.01
C -4.641482 1.611293 -1.471821 1.76 0.16 0.13
O -5.585819 0.764060 -2.131280 -0.47 1.02 1.63
C -6.804875 0.854095 -1.322088 -0.02 0.92 0.59
C -1.859961 -1.176248 -0.659671 1.38 2.86 0.24
N -3.268238 -1.283408 -1.126795 0.62 0.80 3.97
C -3.929199 -1.132919 -0.048494 -0.94 -2.20 -0.69
S -4.863191 -1.422737 1.236158 1.68 1.05 -2.14
N -1.154194 -2.420298 -0.421426 1.08 2.91 1.42
C -1.939150 -3.635785 -0.710108 -0.97 -0.84 -1.53
C -1.916199 -3.861991 -2.331360 -0.28 -1.75 -0.36
N -3.279357 -3.716154 -2.934058 0.80 -0.77 0.78
N -1.537181 -5.304831 -2.578700 0.77 0.61 0.95
N -0.879619 -3.068688 -3.008861 -0.78 -0.43 0.28
C 0.184231 -2.400045 0.013427 -0.41 1.41 -0.62
B 0.874344 -3.894346 0.127625 0.94 -0.46 0.39
C 0.522918 -4.701672 1.502063 -0.83 0.49 -1.01
O 1.719235 -4.412256 -0.868914 -0.98 1.51 1.41
C 0.905158 -1.103321 0.337747 -1.13 0.28 -0.49
H 4.243347 -4.235143 1.940623 -0.57 1.45 -1.28
H 2.752755 3.493504 0.852783 0.01 -0.28 0.45
H 4.068592 2.949433 3.295641 -1.24 0.00 -0.73
H 2.509263 2.038342 3.390155 0.43 1.33 -0.54
H 1.199444 4.167719 3.314354 1.43 0.47 -0.15
H 2.576560 4.466981 4.441186 -0.25 -0.49 -1.44
H 3.664316 5.369867 1.811688 -0.76 0.38 0.94
H 3.104107 6.418228 3.282102 0.02 -1.15 -1.07
H 1.932538 5.999703 1.973377 1.43 -0.45 0.46
H -0.854075 3.013014 0.766423 1.41 -0.33 -0.60
H 0.728594 3.552059 1.358649 -0.55 -1.08 -1.06
H -0.319533 3.959296 -1.427918 1.15 0.14 0.99
H 2.639047 2.838644 -1.291267 -1.41 0.00 -0.58
H 1.172706 2.054669 -2.156251 0.49 1.19 0.64
H 1.860422 3.685416 -2.683673 -0.53 -0.84 1.18
H -2.501576 1.999411 0.106758 0.08 -0.74 -1.04
H -1.326594 2.190996 -1.257897 -0.87 -1.00 1.04
H -3.015165 2.351774 -2.728277 0.39 -1.19 1.08
H -3.026556 0.552460 -2.728967 -0.18 0.79 1.05
H -4.552438 1.412938 -0.345421 -0.53 -0.07 -1.33
H -4.907641 2.723372 -1.546178 0.04 -1.45 -0.07
H -7.740479 0.857022 -1.949137 1.19 -0.44 0.50
H -6.786768 1.860523 -0.776709 -0.24 -1.26 -0.72
H -6.790595 0.068079 -0.505916 -0.21 0.67 -1.14
H -3.017796 -3.593321 -0.333410 1.57 0.58 -0.49
H -1.587904 -4.607836 -0.275242 0.55 1.47 -0.05
H -3.206883 -4.264059 -3.811492 -0.11 0.59 0.50
H -3.891654 -4.313705 -2.346340 0.15 0.64 -0.47
H -0.550608 -5.454049 -2.291063 -0.63 0.14 -0.28
H -2.081543 -5.900981 -1.938102 0.15 0.26 -0.57
H -0.604281 -3.604054 -3.845553 -0.25 0.59 0.44
H -1.240451 -2.142011 -3.272772 0.15 -0.69 -0.02
H -0.019041 -5.644013 1.177111 0.91 0.67 0.72
H 1.475316 -4.888316 2.074461 -1.20 -0.09 -0.55
H -0.227632 -4.095719 2.115136 1.17 -0.86 -0.59
H 2.176152 -3.695704 -1.361686 -0.61 -0.68 0.02